[1]
DFT (ωB97M-V/def2-TZVPD) results for a molecular structure, C26H41Cl2N2OSiSn.

Summary:
Maximum force in hartree/bohr: 0.01883
Energy above the lowest of the compared OMol25 structures with the same formula, charge and spin in kJ/mol: 177.2
Net charge: +3
HOMO in eV: -16.87

```
74
Properties=species:S:1:pos:R:3:forces:R:3:lowdin_charge:R:1
Sn -0.672 1.026 -0.761 -0.2 -0.3 -0.2 1.42
Cl -2.866 4.855 -1.858 0.0 -0.1 0.1 0.63
Cl -0.155 3.633 -1.866 0.1 0.3 -0.1 0.46
Si -0.829 -4.272 -1.509 0.1 0.4 0.0 0.47
O -3.053 1.338 -0.638 0.0 0.0 0.3 -0.33
N -0.177 1.122 1.454 -0.4 -0.1 -0.1 -0.02
N 1.755 0.576 -0.292 0.2 0.2 -0.4 0.02
C 1.008 0.992 1.915 0.3 0.2 0.1 -0.23
C -2.111 -4.477 -0.196 -0.2 -0.2 0.1 -0.17
C -1.414 -4.582 -3.230 -0.1 -0.1 -0.2 -0.17
C -3.545 1.276 3.962 0.0 0.0 0.0 -0.02
C -1.335 1.160 2.334 0.1 0.0 0.0 -0.24
C 3.396 -0.945 -3.280 0.1 0.0 -0.2 0.05
C -0.373 -2.378 -1.469 0.4 0.0 -0.1 -0.15
C 3.962 1.362 -3.172 0.0 0.0 0.0 0.07
C -1.755 -0.015 2.966 0.0 -0.1 -0.1 -0.22
C 3.320 2.917 -1.308 0.0 -0.1 -0.1 -0.03
C -1.992 2.383 2.485 0.1 0.1 0.0 -0.22
C 3.279 1.554 -1.951 0.0 0.1 0.1 -0.17
C 2.634 0.460 -1.409 0.0 0.1 0.3 -0.18
C -1.169 5.153 -2.094 -0.1 -0.1 0.0 -0.86
C 0.721 -5.201 -1.098 0.2 -0.1 0.0 -0.18
C -1.116 -1.368 2.740 -0.1 0.1 0.0 -0.01
C 4.012 0.150 -3.844 0.0 -0.1 0.0 0.01
C 2.729 -0.818 -2.040 -0.3 -0.4 0.2 -0.19
C -1.495 3.634 1.807 0.0 0.0 0.1 -0.02
C -2.880 0.073 3.780 0.0 0.0 0.0 -0.01
C 1.360 1.028 3.359 0.0 0.0 0.0 0.04
C 3.547 0.918 1.363 -0.1 0.0 0.0 0.03
C 2.135 0.829 0.897 0.1 -0.1 0.3 -0.23
C -3.102 2.422 3.318 0.0 0.0 0.0 -0.01
C 2.338 -1.995 -1.395 0.9 0.3 0.0 0.18
C -4.011 0.623 0.203 0.0 0.0 -0.1 -0.04
H 4.539 0.066 -4.784 0.0 0.0 0.0 0.14
H -2.500 -5.500 -0.217 0.0 0.1 0.0 0.06
H 3.759 1.924 1.736 0.0 0.0 0.0 0.12
H -4.404 1.323 4.619 0.0 0.0 0.0 0.13
H -3.607 3.367 3.482 0.0 0.0 0.0 0.13
H 2.092 1.822 3.533 0.0 0.0 0.0 0.12
H 2.502 3.091 -0.611 0.0 0.0 0.0 0.05
H 2.201 -2.033 -0.321 -0.2 0.0 -0.1 0.12
H -2.366 -4.084 -3.429 0.0 0.0 0.0 0.05
H -0.614 -1.893 -0.516 0.0 -0.1 0.1 -0.01
H -0.788 -1.826 -2.315 -0.1 0.1 0.0 0.04
H -1.680 -4.316 0.796 -0.1 0.0 0.0 0.03
H 4.473 2.217 -3.605 0.0 0.0 0.0 0.15
H -0.062 -1.325 2.468 0.0 0.0 0.0 0.06
H -1.641 -1.911 1.947 0.0 0.0 0.0 0.08
H 4.257 3.044 -0.762 0.0 0.0 0.0 0.11
H 0.483 -6.263 -0.984 0.0 0.0 0.0 0.06
H 1.833 0.091 3.667 0.0 0.0 0.0 0.12
H -4.717 0.088 -0.427 0.0 0.0 0.0 0.11
H 1.470 -5.139 -1.893 0.0 0.0 0.0 0.04
H 3.457 -1.918 -3.752 0.0 0.0 0.0 0.15
H 2.555 -2.944 -1.875 -0.1 0.0 0.0 0.12
H 0.751 -2.263 -1.597 -0.6 -0.2 -0.1 -0.02
H -1.562 -5.651 -3.407 0.0 0.1 0.0 0.05
H 0.486 1.202 3.980 0.0 0.0 0.0 0.11
H -0.985 5.449 -3.118 0.1 0.0 0.0 0.05
H 3.714 0.237 2.201 0.0 0.0 0.0 0.11
H -1.872 3.703 0.783 0.0 0.0 -0.1 0.04
H -3.447 -0.080 0.809 0.0 0.0 0.0 0.07
H -4.527 1.321 0.854 0.0 0.0 0.0 0.10
H -1.192 -1.978 3.639 0.0 0.0 0.0 0.10
H -0.801 5.870 -1.372 0.1 0.0 0.1 0.05
H -2.964 -3.808 -0.332 0.0 0.0 0.0 0.04
H 1.169 -4.877 -0.154 0.0 0.0 0.0 0.04
H -3.229 -0.819 4.287 0.0 0.0 0.0 0.13
H -3.521 2.012 -1.150 0.1 0.0 0.0 0.08
H -1.860 4.520 2.325 0.0 0.0 0.0 0.10
H -0.680 -4.231 -3.960 -0.1 0.0 0.0 0.04
H 3.287 3.699 -2.065 0.0 0.0 0.0 0.10
H 4.248 0.683 0.567 0.0 0.0 0.0 0.10
H -0.406 3.697 1.780 0.0 0.0 0.0 0.08
```
Forces are in eV/Å.

---

[2]
DFT (ωB97M-V/def2-TZVPD) results for a molecular structure, C26H41Ge2O2SeW in a non-equilibrium geometry.

Summary:
Maximum force in hartree/bohr: 0.04030
Net charge: +3
HOMO (spin up / spin down) in eV: -15.59 / -15.90

```
73
Properties=species:S:1:pos:R:3:forces:R:3:lowdin_charge:R:1
W -1.132 -1.617 -0.204 -1.2 0.5 0.1 1.09
Se -1.187 -2.207 2.020 0.5 -0.4 0.4 0.91
Ge 1.500 -1.485 -0.643 1.1 0.7 -0.1 0.83
Ge -0.716 0.918 -0.703 1.6 1.3 -0.3 0.93
O -3.050 -1.683 -1.201 0.2 -0.2 0.0 -0.38
O -1.178 -3.424 -1.255 -0.1 0.4 0.3 -0.39
C 2.328 -2.529 0.817 -0.2 -0.4 0.0 -0.37
C -2.535 2.563 0.914 0.0 0.1 -0.3 -0.10
C 0.960 -0.568 5.180 0.0 0.0 0.0 -0.02
C -3.483 -2.990 -1.699 0.0 -0.1 -0.1 -0.10
C 1.158 1.447 -0.330 0.2 -1.4 -0.1 -0.32
C 2.385 5.466 0.224 -0.3 -0.3 -0.1 -0.01
C 1.585 2.808 -0.126 0.2 1.5 0.3 -0.22
C -1.150 0.599 5.125 0.0 0.0 0.0 -0.03
C 2.259 -1.990 -2.399 -0.2 -0.1 -0.1 -0.36
C 0.658 3.878 -0.259 0.5 -1.2 0.0 -0.06
C -1.306 1.417 -2.509 -0.3 -0.4 -0.2 -0.33
C 0.092 0.379 5.707 0.0 0.0 0.0 -0.02
C 1.044 5.178 -0.089 0.9 0.7 0.2 -0.04
C -0.624 -3.650 -2.600 0.2 0.0 -0.2 0.03
C -2.528 -3.973 -1.079 0.0 -0.1 0.1 -0.11
C -1.465 2.910 -2.823 0.1 0.1 0.1 -0.12
C -0.636 -1.048 3.488 0.0 0.2 0.0 -0.53
C 3.856 -2.481 0.787 0.0 0.1 -0.1 -0.13
C 2.017 0.389 -0.343 -0.9 -0.1 -0.1 -0.21
C 0.600 -1.302 4.058 0.1 -0.1 0.0 -0.11
C -1.920 1.148 0.885 -0.3 -0.9 0.1 -0.36
C -1.532 -0.121 4.003 -0.2 0.0 0.0 -0.13
C 3.323 4.433 0.366 -0.3 0.8 0.0 -0.04
C 3.577 -1.247 -2.660 -0.1 0.1 0.1 -0.14
C -4.087 -0.667 -1.401 -0.1 0.2 0.0 0.02
C 2.937 3.131 0.202 -1.0 -0.6 -0.2 0.00
H -2.510 0.025 3.564 0.0 0.0 0.1 0.11
H -4.988 -0.992 -0.885 0.0 0.0 0.0 0.12
H 4.257 -2.924 -0.124 0.0 0.0 0.0 0.07
H 2.696 6.494 0.358 0.0 0.0 0.0 0.12
H -2.570 -4.966 -1.521 0.0 0.0 0.0 0.16
H -3.037 2.823 -0.019 0.0 0.0 0.0 0.08
H 0.331 5.984 -0.196 0.0 0.0 0.0 0.12
H 4.350 4.669 0.608 0.0 0.0 0.0 0.13
H -2.173 3.407 -2.160 0.0 0.0 0.0 0.07
H -4.505 -3.170 -1.369 0.0 0.0 0.0 0.16
H 3.674 2.351 0.324 0.0 0.0 0.0 0.11
H 3.079 0.567 -0.190 -0.1 -0.1 0.0 0.06
H 1.931 -2.124 1.743 0.0 0.1 0.1 0.01
H -0.372 3.664 -0.514 -0.1 0.0 0.0 0.06
H -3.444 -2.969 -2.788 0.0 0.0 0.0 0.16
H 1.973 -3.558 0.729 0.0 0.0 0.1 0.07
H 3.429 -0.167 -2.689 0.0 0.0 0.0 0.07
H -1.832 1.321 5.553 0.0 0.0 0.0 0.13
H 2.422 -3.070 -2.393 0.0 0.0 0.0 0.07
H -0.511 3.434 -2.772 -0.1 0.0 0.0 0.08
H -4.265 -0.563 -2.469 0.0 0.0 0.0 0.12
H 0.378 0.936 6.589 0.0 0.0 0.0 0.13
H 1.554 -1.765 -3.201 0.0 0.0 0.0 0.06
H 1.260 -2.065 3.672 0.0 0.0 0.0 0.10
H 0.446 -3.754 -2.481 0.0 0.0 0.0 0.08
H -2.233 0.885 -2.731 -0.1 0.0 0.0 0.04
H -3.724 0.264 -0.981 0.0 0.0 0.0 0.07
H 4.241 -1.463 0.872 0.0 0.0 0.0 0.08
H 4.265 -3.049 1.623 -0.1 0.0 0.0 0.09
H -1.320 0.952 1.770 0.1 0.1 0.0 0.04
H -0.872 -2.812 -3.249 0.0 0.0 0.0 0.12
H -2.672 -4.061 -0.003 0.0 0.0 0.0 0.13
H 3.982 -1.543 -3.627 0.0 0.0 0.0 0.09
H -1.784 3.318 1.135 0.1 0.0 -0.1 0.08
H 1.916 -0.752 5.650 0.0 0.0 0.0 0.13
H -1.838 3.022 -3.840 0.0 -0.1 0.0 0.09
H -3.281 2.606 1.708 0.0 -0.1 0.0 0.10
H 4.332 -1.468 -1.907 0.0 0.0 0.0 0.07
H -1.049 -4.573 -2.984 0.0 0.0 0.0 0.13
H -2.741 0.421 0.906 -0.1 0.0 0.2 0.03
H -0.547 0.980 -3.165 0.0 0.0 0.0 0.08
```
Forces are in eV/Å.

---

[3]
DFT (ωB97M-V/def2-TZVPD) results for a molecular structure, C26H42BBr2IN2O6P in a non-equilibrium geometry.

Summary:
Maximum force in hartree/bohr: 0.03273
Net charge: -1
HOMO in eV: -3.87

```
81
Properties=species:S:1:pos:R:3:forces:R:3:lowdin_charge:R:1
I 2.756 2.462 0.937 0.5 0.7 -0.5 0.17
Br 1.881 1.623 4.159 -0.2 0.0 0.3 0.57
Br 2.069 -2.920 3.861 -0.1 -0.1 -0.1 0.70
P 1.192 -0.005 1.255 -0.8 -1.5 0.3 0.64
O 0.227 1.482 -0.964 -0.4 0.0 0.1 -0.32
O -5.264 0.340 1.875 0.0 0.0 0.0 0.08
O -1.454 1.788 -6.443 0.0 0.0 -0.1 0.07
O 0.497 1.738 -5.534 0.0 -0.2 -0.1 0.08
O -5.679 0.254 -0.236 0.0 0.0 -0.1 0.08
O 0.549 -2.900 0.906 0.4 0.5 -0.5 0.03
N -5.858 -0.094 0.913 0.0 -0.1 0.0 -0.36
N -0.446 2.319 -6.022 0.0 0.2 0.1 -0.35
C 0.855 5.795 -5.701 0.0 0.0 0.0 -0.06
C -0.238 1.113 1.743 0.1 0.3 0.0 -0.30
C -0.037 -1.062 4.613 0.0 -0.3 -0.1 -0.15
C -1.548 -1.726 1.579 -0.2 0.0 -0.1 -0.19
C 5.045 -1.710 0.090 0.1 0.0 0.1 -0.21
C -6.882 -1.134 1.157 0.1 0.0 0.0 -0.14
C 2.704 -1.063 0.731 0.3 0.0 0.2 -0.37
C -0.195 6.522 -6.246 0.0 0.0 0.0 -0.08
C 0.675 0.190 -0.629 0.2 0.1 -0.1 -0.35
C 7.170 -1.214 1.416 0.0 0.0 0.1 -0.27
C 1.932 -0.083 3.161 0.0 0.0 0.0 -0.78
C -1.331 5.874 -6.712 0.0 0.0 0.0 -0.07
C 0.060 1.698 -2.338 0.1 0.0 -0.1 -0.14
C -2.408 -1.957 0.310 0.0 -0.2 0.1 -0.10
C 0.779 4.413 -5.623 0.0 0.0 0.0 0.00
C 5.922 -2.082 1.288 -0.2 0.1 0.1 -0.24
C -1.423 4.493 -6.642 0.0 0.0 0.0 -0.01
C -8.787 -3.047 1.614 0.0 0.0 0.0 -0.08
C -8.518 -2.637 0.315 0.0 0.0 0.0 -0.07
C -8.092 -2.497 2.682 0.0 0.0 0.0 -0.07
C -7.125 -1.528 2.459 0.0 0.0 0.0 0.00
C 1.440 -1.078 4.226 0.3 0.4 0.4 -0.82
C -0.361 3.794 -6.101 0.0 -0.1 0.0 -0.14
C 8.106 -1.677 2.538 0.1 0.0 0.0 -0.12
C 4.090 -0.531 0.402 0.2 -0.5 -0.1 -0.32
C -7.556 -1.668 0.075 0.0 0.0 0.0 0.00
B 0.019 -1.667 1.285 0.0 0.0 0.3 -0.52
H 5.692 -1.440 -0.753 0.0 -0.1 0.0 0.10
H -9.058 -3.070 -0.516 0.0 0.0 0.0 0.11
H 6.203 -3.141 1.273 0.1 0.0 -0.1 0.11
H -0.128 7.601 -6.304 0.0 0.0 0.0 0.10
H -1.940 -1.594 -0.606 0.0 0.1 0.0 0.06
H -0.661 -0.609 3.848 0.0 0.0 0.1 0.04
H 4.505 0.007 1.256 -0.1 0.3 -0.1 0.05
H -3.381 -1.473 0.394 0.0 0.0 0.0 0.05
H -0.541 0.948 2.775 0.1 0.0 0.0 0.00
H -0.144 0.771 -2.888 0.0 0.0 0.0 0.08
H 7.559 -2.245 3.293 0.0 0.0 0.0 0.07
H 8.588 -0.838 3.041 0.0 0.0 0.0 0.06
H 2.364 -1.641 -0.132 -0.1 0.0 0.0 0.07
H -6.563 -1.083 3.266 0.0 0.0 0.0 0.12
H 0.957 2.158 -2.771 0.0 -0.1 0.0 0.08
H 0.006 2.163 1.614 0.0 0.0 0.0 -0.02
H 6.866 -0.180 1.595 -0.1 0.0 0.0 0.11
H -1.071 0.878 1.079 0.0 0.0 0.0 0.04
H 0.164 -3.245 0.098 -0.4 -0.4 0.1 0.10
H -0.150 -0.515 -0.855 0.1 -0.1 0.0 0.07
H -8.300 -2.821 3.693 0.0 0.0 0.0 0.11
H -2.294 3.959 -6.992 0.0 0.0 0.0 0.12
H -7.321 -1.328 -0.922 0.0 0.0 0.0 0.12
H 1.527 -0.095 -1.257 0.0 0.1 0.0 0.09
H -9.541 -3.802 1.794 0.0 0.0 0.0 0.10
H 1.574 3.821 -5.196 0.0 0.0 0.0 0.12
H 7.706 -1.211 0.462 0.0 0.0 0.0 0.10
H -0.787 2.375 -2.482 0.0 0.0 0.0 0.08
H 4.060 0.140 -0.454 -0.1 0.2 0.1 0.05
H 4.468 -2.588 -0.216 0.0 0.1 -0.1 0.10
H -1.950 -0.889 2.146 0.1 0.1 -0.1 0.07
H 5.323 -1.941 2.197 0.0 -0.2 0.0 0.11
H -0.405 -2.073 4.784 0.0 0.0 0.0 0.06
H 2.818 -1.798 1.533 -0.1 0.0 0.0 0.02
H -2.150 6.444 -7.131 0.0 0.0 0.0 0.10
H -0.157 -0.511 5.545 0.0 0.1 -0.1 0.07
H 2.016 -0.859 5.123 0.0 -0.1 0.0 0.04
H -1.673 -2.608 2.219 0.0 0.0 0.1 0.10
H -2.595 -3.024 0.164 0.0 0.0 -0.1 0.07
H 1.736 6.301 -5.331 0.0 0.0 0.0 0.11
H 8.904 -2.319 2.157 -0.1 -0.1 0.0 0.06
H 3.005 -0.239 3.058 0.0 0.1 -0.1 0.02
```
Forces are in eV/Å.